# C6H8OS

One molecule with the formula C6H8OS (ωB97M-V with the def2-TZVPD basis set, the Open Molecules 2025 dataset).

Last column: Mulliken charge in e.
CARTESIAN COORDINATES (ANGSTROEM)
O -2.6721 -1.1675 -0.6272  -0.59
C -1.6379 -0.5788 -0.2900  0.32
C -1.3095 0.8750 -0.7124  -0.37
C 0.0719 1.1458 -0.1330  -0.89
C 0.6835 -0.2242 0.0409  0.78
C 2.0927 -0.3171 0.5407  -1.10
S 1.8661 -0.7302 -1.1948  -0.18
C -0.4661 -1.1765 0.4999  -0.56
H -2.0551 1.5919 -0.2707  0.28
H -1.3475 0.9403 -1.7900  0.28
H 0.6984 1.8149 -0.6489  0.46
H 0.0631 1.4853 0.9208  0.25
H 2.5884 0.6666 0.7266  0.30
H 2.3668 -1.1093 1.1844  0.37
H -0.2790 -2.2243 0.2067  0.36
H -0.6637 -0.9920 1.5471  0.28

As for the SMILES: O=C1CC[C@@]2(CS2)C1. The value obtained for the energy relative to the best compared isomer or geometry (same formula, charge and spin) is 55.2 kJ/mol.

=====

# C6H8OS

One molecule with the formula C6H8OS (ωB97M-V with the def2-TZVPD basis set, the Open Molecules 2025 dataset).

Last column: Mulliken charge in e.
CARTESIAN COORDINATES (ANGSTROEM)
C 2.4522 0.6592 0.3944  -0.69
C 1.3003 -0.2925 0.4473  -0.03
C 0.6907 -0.5204 -0.9634  -0.47
C -0.7845 -0.0018 -1.2128  -0.05
O -1.7437 -1.0426 -0.5020  -0.39
C -2.0782 -0.6581 0.6370  -0.02
C -2.0336 0.6705 0.8589  -0.27
S -1.2469 1.6479 -0.4979  -0.14
H 2.8331 0.9830 1.3764  0.27
H 2.7348 1.1675 -0.6206  0.17
H 1.0883 -0.8661 1.5819  0.23
H 1.4437 -0.0562 -1.7744  0.29
H 0.5948 -1.7573 -0.9174  0.20
H -0.8710 -0.0025 -2.2343  0.45
H -2.6009 -1.3401 1.4912  0.24
H -1.7791 1.4094 1.9356  0.22

As for the SMILES: C=CC[C@H]1OC=CS1. The value obtained for the energy relative to the best compared isomer or geometry (same formula, charge and spin) is 575.2 kJ/mol.

=====

# C6H8OS

One molecule with the formula C6H8OS (ωB97M-V with the def2-TZVPD basis set, the Open Molecules 2025 dataset).

Last column: Mulliken charge in e.
CARTESIAN COORDINATES (ANGSTROEM)
C 0.7136 2.0560 -0.0215  -1.33
C -0.0098 0.7719 -0.0058  0.69
C 0.4321 -0.5183 -0.0112  0.56
C 1.7830 -0.9824 -0.0172  -0.57
S 3.1763 -0.1225 0.0426  -0.32
C -0.7704 -1.4378 -0.0611  -0.56
C -1.9327 -0.4372 0.1061  -0.39
O -1.3522 0.8814 -0.0090  -0.42
H 1.4568 2.0698 -0.8674  0.33
H 1.3222 2.1614 0.8793  0.34
H 0.0139 2.8724 -0.1215  0.32
H 1.8657 -2.0758 -0.0481  0.31
H -0.7486 -2.1963 0.7386  0.32
H -0.8406 -1.9840 -1.0346  0.23
H -2.4014 -0.5252 1.1015  0.24
H -2.7080 -0.5335 -0.6706  0.26

As for the SMILES: CC1=C(C=S)CCO1. The value obtained for the energy relative to the best compared isomer or geometry (same formula, charge and spin) is 77.9 kJ/mol.

=====

The F_max results, record by record, are as follows: 2.83, 7.21, 1.30 eV/Å.
The HOMO level results, record by record, are as follows: -8.993, -7.878, -8.227 eV.
The orbital gap results, record by record, are as follows: 9.7, 8.6, 8.1 eV.